Arrangement i

3 unconnected molecules or ions with the total composition C3H9NO4, computed with ωB97M-V with the def2-TZVPD basis set.

2S+1	1
gap between HOMO and LUMO	7.460	eV
charge	0

Structure (XYZ):
```
17
Properties=species:S:1:pos:R:3:nbo_charge:R:1
C -1.1237 -0.6873 0.0416 0.6631
C 0.9229 0.3778 0.6003 0.2351
C 0.1031 1.0174 -0.3349 -0.2735
N 1.8530 -0.5200 0.3127 -0.7174
O -0.6003 -1.5972 -0.8631 -0.7601
O -1.2605 -1.3071 1.2873 -0.7473
O -2.4085 -0.2369 -0.3052 -0.7489
O 1.3591 2.5115 -0.3190 -1.0360
H -1.0982 -2.4296 -0.7863 0.4767
H -2.0118 -0.8962 1.7335 0.4900
H -2.3483 0.2660 -1.1256 0.4856
H 2.0863 2.3305 -0.9298 0.4249
H 0.8083 0.6335 1.6437 0.2245
H 2.2928 -1.0469 1.0479 0.4056
H 1.9097 -0.8991 -0.6198 0.4102
H -0.6461 1.7111 0.0014 0.2427
H 0.1622 0.7726 -1.3846 0.2249
```

---

Arrangement ii

2 unconnected molecules or ions with the total composition C3H9NO4, computed with ωB97M-V with the def2-TZVPD basis set.

SMILES	O=C(O)NCCO.O
2S+1	1
gap between HOMO and LUMO	10.691	eV
charge	0

Structure (XYZ):
```
17
Properties=species:S:1:pos:R:3:nbo_charge:R:1
O -1.6619 -1.3588 0.1745 -0.6495
C -0.7423 -0.7012 -0.2466 0.8885
O -0.7872 -0.0893 -1.4742 -0.7349
N 0.4455 -0.4922 0.3380 -0.6167
C 1.5192 0.3108 -0.2311 -0.2624
C 1.2525 1.8009 -0.2085 -0.0856
O 2.3457 2.5423 0.3526 -0.7189
H -1.0174 -0.6913 -2.1872 0.5043
H 0.5560 -0.6100 1.3308 0.4092
H 1.7785 -0.0666 -1.2318 0.2082
H 2.4796 0.0186 0.2088 0.2254
H 0.9805 2.2288 -1.1727 0.1833
H 0.4452 1.9940 0.4964 0.1860
H 3.0126 2.7042 -0.3263 0.4649
O -3.8025 -2.5437 1.6837 -0.9531
H -2.9939 -2.0277 1.6463 0.4863
H -3.8099 -3.0187 0.8473 0.4649
```

---

What should be chosen as the most stable of them? Choose arrangement ii.

---

Arrangement i

C8H12N2O2 in the gas phase, computed with ωB97M-V with the def2-TZVPD basis set.

SMILES	CC1=CC=C([N+](=O)[O-])[C@H](N)[C@H]1C
2S+1	1
gap between HOMO and LUMO	8.444	eV
charge	0

Structure (XYZ):
```
24
Properties=species:S:1:pos:R:3:nbo_charge:R:1
C 0.9501 2.5357 -0.0835 -0.6719
C 0.2837 1.2365 -0.2602 0.1607
C -0.8862 1.1085 -0.9643 -0.3279
C -1.5094 -0.1491 -1.1405 -0.1630
C -1.1711 -1.2172 -0.3355 0.0600
N -1.7486 -2.5814 -0.4970 0.5279
O -2.8513 -2.7568 -0.8856 -0.3529
O -1.0623 -3.4353 0.0499 -0.4057
C -0.2438 -1.0403 0.8018 -0.0977
N -1.0803 -0.5234 1.8536 -0.8233
C 0.9199 0.0548 0.4201 -0.2589
C 2.0362 -0.3834 -0.4324 -0.6180
H 1.7696 2.3992 0.5317 0.2205
H 0.2226 3.0320 0.5078 0.2395
H 1.0220 3.1447 -1.0238 0.2326
H -0.9821 1.9633 -1.5414 0.2172
H -2.0529 -0.4009 -2.0230 0.2384
H 0.3525 -1.8758 1.1665 0.2416
H -1.5314 0.3144 1.5520 0.3572
H -0.6060 -0.2671 2.7649 0.3619
H 1.2645 0.3535 1.5468 0.2061
H 1.5928 -0.6290 -1.5101 0.2167
H 2.5343 -1.2703 -0.0936 0.2223
H 2.7774 0.3873 -0.4037 0.2168
```

---

Arrangement ii

A molecular structure, C8H12N2O2, computed with ωB97M-V with the def2-TZVPD basis set.

2S+1	1
gap between HOMO and LUMO	8.203	eV
charge	0

Structure (XYZ):
```
24
Properties=species:S:1:pos:R:3:nbo_charge:R:1
C 2.7868 -0.9361 2.1946 -0.3387
C 1.0852 -0.7513 0.5257 0.4728
C 0.0728 1.3133 -0.0611 0.1260
C 0.1149 2.6617 0.2870 -0.6468
C -0.7903 0.7581 -0.9200 0.3830
C -3.2852 1.0314 -1.4025 -0.3795
C -0.0185 -1.3215 -0.0378 0.1137
C -0.1342 -2.8017 -0.3729 -0.6998
H 3.9879 -0.3328 1.9722 0.2116
H 2.2270 -0.2925 3.1147 0.2412
H 3.3673 -1.8784 2.6371 0.2114
H -0.9521 2.9759 0.7033 0.2322
H 1.0365 2.8047 0.9161 0.2542
H 0.1571 3.0653 -0.8511 0.2386
H -3.4436 -0.3186 -1.8865 0.2629
H -4.0973 1.0333 -0.2972 0.2364
H -3.6261 2.0297 -2.1537 0.2363
H 0.4910 -3.1962 -1.2577 0.2332
H -0.1239 -3.5890 0.6089 0.2300
H -0.9930 -2.4933 -1.0915 0.2748
N 1.0785 0.5726 0.6438 -0.4801
N -0.9799 -0.6480 -0.6197 -0.4155
O 1.9392 -1.4977 1.0272 -0.4641
O -1.6528 1.6224 -1.5098 -0.5337
```

---

What should be chosen as the most stable of them? Choose arrangement i.

---

Arrangement i

A gas-phase ion, C3H5N2O2 (charge +1), computed with ωB97M-V with the def2-TZVPD basis set.

2S+1	1
gap between HOMO and LUMO	11.189	eV
charge	+1

Structure (XYZ):
```
12
Properties=species:S:1:pos:R:3:nbo_charge:R:1
C -1.0573 -1.0589 -0.0541 0.3622
C 0.3670 0.3746 1.1433 0.6085
C 0.6415 0.9007 -0.2687 0.3507
N -0.5994 -0.6328 1.1336 -0.6018
N -0.6142 -0.4642 -1.0860 -0.6164
O 0.8878 0.8081 2.1162 -0.4265
O 1.8106 0.7061 -0.7636 -0.5705
H -1.7659 -1.8849 -0.0808 0.2364
H 0.0396 1.7691 -0.5442 0.2329
H -0.8872 -1.0426 2.0164 0.4584
H -0.8488 -0.6831 -2.0404 0.4330
H 2.0265 1.2077 -1.5716 0.5331
```

---

Arrangement ii

A gas-phase ion, C3H5N2O2 (charge +1), computed with ωB97M-V with the def2-TZVPD basis set.

2S+1	1
gap between HOMO and LUMO (alpha / beta)	7.705 / 7.702	eV
charge	+1

Structure (XYZ):
```
12
Properties=species:S:1:pos:R:3:nbo_charge:R:1
C -1.0038 0.9520 -0.1231 0.4668
C -3.0827 -0.2360 -0.0319 0.9506
C 0.8390 -0.4966 -0.3925 -0.1013
N -1.8800 -0.0392 -0.0841 -0.6185
N 2.2342 -0.2758 0.1870 -0.7302
O -4.1621 -0.5064 0.2172 -0.3617
O 0.2125 0.7203 -0.2144 -0.3433
H -1.3120 1.9119 -0.3424 0.1987
H 0.2937 -1.3130 0.0187 0.1855
H 2.1789 -0.3278 1.1880 0.4313
H 2.7644 0.5850 -0.3423 0.4773
H 2.9180 -0.9745 -0.0802 0.4449
```

---

Arrangement iii

A gas-phase ion, C3H5N2O2 (charge +1), computed with ωB97M-V with the def2-TZVPD basis set.

SMILES	OO[n+]1cc[nH]c1
2S+1	1
gap between HOMO and LUMO	10.657	eV
charge	+1

Structure (XYZ):
```
12
Properties=species:S:1:pos:R:3:nbo_charge:R:1
O -0.7463 -0.9362 2.5196 -0.3830
O -0.3220 0.4455 2.0378 -0.0932
N -0.0257 0.3225 0.7442 -0.0222
C 1.2333 -0.0788 0.2197 -0.0445
C 1.1108 -0.2405 -1.1154 -0.0448
N -0.2292 0.0616 -1.3727 -0.4469
C -0.8953 0.3903 -0.2796 0.2628
H -1.4766 -0.5130 3.0312 0.4897
H 2.1541 -0.3313 0.7784 0.2843
H 1.8145 -0.5685 -1.7767 0.2608
H -0.5681 -0.0973 -2.3149 0.4642
H -1.9006 0.7878 -0.3476 0.2729
```

---

What should be chosen as the most stable of them? Choose arrangement i.

---

Arrangement i

C6H9N3O3 in the gas phase, computed with ωB97M-V with the def2-TZVPD basis set.

SMILES	CN[C@](N)(O)N1C(=O)C=CC1=O
2S+1	1
gap between HOMO and LUMO	7.307	eV
charge	0

Structure (XYZ):
```
21
Properties=species:S:1:pos:R:3:nbo_charge:R:1
C 2.9561 0.4135 -0.5885 -0.4008
N 1.6008 0.7315 -0.2079 -0.6950
C 0.5979 -0.3507 0.1470 0.7066
N 0.8967 -0.5855 1.5576 -0.8601
O 0.8411 -1.4361 -0.6945 -0.7337
N -0.8654 -0.0131 -0.0032 -0.5100
C -1.8506 -0.9996 -0.0346 0.6564
O -1.6380 -2.1973 -0.0369 -0.5572
C -3.1378 -0.2654 -0.0336 -0.2597
C -2.9160 1.0606 -0.0004 -0.2212
C -1.4356 1.2398 0.0460 0.6479
O -0.8017 2.3098 0.0436 -0.5298
H 3.6048 0.2711 0.2003 0.1684
H 3.0588 -0.6554 -1.1562 0.1910
H 3.3243 1.3251 -1.2958 0.2064
H 1.2616 1.5938 -0.6947 0.4120
H 1.9345 -0.5636 1.6671 0.3922
H 0.3405 -1.2900 1.9540 0.3698
H -0.0077 -1.9036 -0.8706 0.4987
H -4.1978 -0.7067 0.0032 0.2544
H -3.5667 2.0219 -0.0018 0.2637
```

---

Arrangement ii

C6H9N3O3 in the gas phase, computed with ωB97M-V with the def2-TZVPD basis set.

SMILES	N/C(=N\[N+](=O)[O-])O[C@@H]1CC12CC2
2S+1	1
gap between HOMO and LUMO	10.535	eV
charge	0

Structure (XYZ):
```
21
Properties=species:S:1:pos:R:3:nbo_charge:R:1
N -2.8129 1.8769 0.4976 -0.7871
C -1.8843 1.1159 -0.0103 0.7624
N -2.0724 -0.1050 -0.4978 -0.4760
N -3.1998 -0.7048 -0.2461 0.6291
O -4.1420 -0.1377 0.3447 -0.4807
O -3.2449 -1.8403 -0.6150 -0.3612
O -0.6412 1.6003 0.0314 -0.4796
C 0.5647 0.9940 -0.5014 0.1116
C 0.6024 -0.0584 -1.6325 -0.4408
C 0.9321 -0.3881 -0.1840 -0.1080
C 1.8835 -1.1449 0.6832 -0.3881
C 0.3641 -1.3867 0.8009 -0.3767
H -3.6297 1.2202 0.5264 0.4381
H -2.4208 2.6171 1.0094 0.4124
H 1.2225 1.7408 -0.4849 0.2007
H -0.3253 -0.5845 -1.9303 0.2723
H 1.5081 -0.1075 -2.3578 0.2261
H 2.3586 -0.6194 1.4572 0.2041
H 2.5695 -1.7748 0.3744 0.2098
H -0.0259 -2.3585 0.5272 0.2249
H -0.1787 -1.0475 1.6101 0.2068
```

---

Arrangement iii

C6H9N3O3 in the gas phase, computed with ωB97M-V with the def2-TZVPD basis set.

2S+1	1
gap between HOMO and LUMO	9.548	eV
charge	0

Structure (XYZ):
```
21
Properties=species:S:1:pos:R:3:nbo_charge:R:1
C 1.3435 -1.2439 -0.1230 0.7351
C -1.2228 0.2605 1.2332 -0.4778
C -1.1033 -0.5922 -0.0073 0.0762
C -0.8534 0.8508 -0.1006 0.0257
C -2.4007 -1.2485 -0.4999 -0.6026
C -0.4356 1.9459 -0.7118 -0.3690
N 0.0276 -1.4712 -0.1818 -0.6034
N 1.6212 0.1034 0.1788 -0.3823
N 2.7813 0.5157 -0.0547 0.5986
O 3.7680 0.0586 -0.5339 -0.2907
O 2.2178 -2.0507 -0.3120 -0.5844
O 2.9745 1.9365 0.3003 -0.5628
H -2.1546 0.5258 1.7109 0.2267
H -0.4807 0.3017 1.9428 0.2238
H -3.1709 -0.4594 -0.5424 0.2383
H -2.8460 -1.9469 0.3722 0.2187
H -2.1312 -1.8810 -1.4480 0.2219
H 2.6201 2.0641 1.1813 0.4774
H -0.1634 2.8701 -0.0582 0.2050
H -0.2226 1.9345 -1.7240 0.2008
H -0.1688 -2.4737 -0.6220 0.4247
```

---

What should be chosen as the most stable of them? Choose arrangement i.

---

Arrangement i

C21H24N4O2 in the gas phase, computed with ωB97M-V with the def2-TZVPD basis set.

SMILES	COCCNC(=O)[C@H]1C[C@@H]2Cn3c(nc4cc5ccccc5cc43)[C@@H]2N1C
2S+1	1
gap between HOMO and LUMO	8.082	eV
charge	0

Structure (XYZ):
```
51
Properties=species:S:1:pos:R:3:nbo_charge:R:1
C 7.8738 1.9147 -0.7196 -0.2527
O 7.2606 0.7096 -1.1097 -0.5435
C 7.0863 -0.2275 -0.0703 -0.0686
C 5.8852 0.0976 0.8272 -0.2625
N 4.6788 0.1605 0.0366 -0.6135
C 3.6263 -0.6610 0.2396 0.6610
O 3.5648 -1.4290 1.1798 -0.6449
C 2.4831 -0.4666 -0.7654 -0.1297
C 1.6546 -1.7453 -0.9048 -0.3933
C 0.7291 -1.7085 0.3192 -0.2126
C -0.7258 -2.1478 0.0456 -0.2002
N -1.4754 -0.9336 0.1926 -0.3836
C -0.7525 0.1509 0.5916 0.4347
N -1.4493 1.2322 0.7504 -0.4782
C -2.7429 0.8617 0.4377 0.0920
C -3.8970 1.6039 0.4318 -0.1772
C -5.1016 0.9754 0.0722 -0.0970
C -6.3194 1.6948 0.0500 -0.1697
C -7.4928 1.0924 -0.2974 -0.2286
C -7.5132 -0.2701 -0.6438 -0.2233
C -6.3598 -0.9982 -0.6345 -0.2002
C -5.1241 -0.4099 -0.2802 0.0206
C -3.9373 -1.1644 -0.2722 -0.2775
C -2.7774 -0.5293 0.0806 0.1836
C 0.6868 -0.2084 0.7101 -0.1067
N 1.4875 0.4823 -0.2900 -0.4100
C 1.9316 1.7928 0.1098 -0.4166
H 8.8393 1.7265 -0.2357 0.1687
H 8.0334 2.4843 -1.6330 0.1981
H 7.2450 2.4986 -0.0387 0.1629
H 7.9959 -0.3023 0.5411 0.1705
H 6.9134 -1.1835 -0.5716 0.1942
H 5.7471 -0.6885 1.5722 0.2441
H 6.0408 1.0525 1.3413 0.1920
H 4.7394 0.7104 -0.8070 0.4031
H 2.8822 -0.1185 -1.7243 0.2054
H 1.0752 -1.6923 -1.8265 0.2139
H 2.2792 -2.6361 -0.9202 0.2277
H 1.1681 -2.2964 1.1241 0.2471
H -0.8479 -2.5617 -0.9609 0.1996
H -1.0656 -2.8974 0.7690 0.2017
H -3.8843 2.6493 0.6970 0.2194
H -6.2984 2.7419 0.3172 0.2069
H -8.4147 1.6555 -0.3095 0.2108
H -8.4500 -0.7339 -0.9169 0.2105
H -6.3709 -2.0463 -0.9001 0.2030
H -3.9565 -2.2112 -0.5390 0.2112
H 1.0632 -0.0333 1.7304 0.2108
H 2.5943 1.7808 0.9884 0.1689
H 1.0448 2.3786 0.3483 0.2317
H 2.4520 2.2626 -0.7243 0.1963
```

---

Arrangement ii

C21H24N4O2 in the gas phase, computed with ωB97M-V with the def2-TZVPD basis set.

SMILES	CCN(CC)C(=O)Cn1cc(/C=C(\C#N)C(=O)NC2CC2)c2ccccc21
2S+1	1
gap between HOMO and LUMO	7.930	eV
charge	0

Structure (XYZ):
```
51
Properties=species:S:1:pos:R:3:nbo_charge:R:1
C 4.4084 -1.2164 -2.2952 -0.6152
C 2.8896 -1.3470 -2.4176 -0.2147
N 2.4715 -2.7321 -2.4853 -0.4373
C 2.4066 -3.3233 -3.8138 -0.2191
C 1.0390 -3.0931 -4.4489 -0.6135
C 2.2217 -3.5339 -1.4334 0.6763
O 2.0156 -4.7271 -1.5510 -0.6295
C 2.1831 -2.8964 -0.0310 -0.3009
N 1.1431 -1.9148 0.1149 -0.3374
C 1.3077 -0.6550 0.5742 0.0627
C 0.1055 0.0342 0.5955 -0.1972
C 0.0508 1.3757 1.0634 -0.0093
C -0.9711 2.1818 1.4492 -0.3304
C -2.3255 1.8464 1.5434 0.2828
N -3.4552 1.6736 1.6881 -0.3431
C -0.5965 3.5667 1.8881 0.6730
O 0.5555 3.9602 1.8574 -0.6405
N -1.6301 4.3286 2.3095 -0.5952
C -1.4645 5.6669 2.7679 -0.0629
C -2.5408 6.6740 2.5002 -0.4275
C -2.3129 6.1683 3.8966 -0.4275
C -0.8754 -0.8868 0.0757 -0.0186
C -2.2321 -0.8071 -0.2303 -0.1946
C -2.8614 -1.9165 -0.7530 -0.2213
C -2.1723 -3.1069 -0.9849 -0.2025
C -0.8238 -3.2116 -0.7179 -0.2460
C -0.1853 -2.0916 -0.2020 0.1205
H 4.9033 -1.6783 -3.1458 0.2116
H 4.7696 -1.7014 -1.3915 0.2009
H 4.6862 -0.1664 -2.2617 0.2175
H 2.4034 -0.8378 -1.5868 0.2107
H 2.5570 -0.8573 -3.3360 0.2087
H 2.5861 -4.3949 -3.7071 0.2386
H 3.1963 -2.8892 -4.4307 0.1906
H 1.0102 -3.5417 -5.4378 0.2147
H 0.2654 -3.5479 -3.8355 0.2198
H 0.8247 -2.0304 -4.5422 0.2019
H 2.0129 -3.7263 0.6655 0.2391
H 3.1434 -2.4333 0.2063 0.2250
H 2.2701 -0.3060 0.9028 0.2181
H 1.0241 1.8506 1.1624 0.2432
H -2.5640 3.9449 2.3214 0.4100
H -0.4263 5.9654 2.7072 0.2459
H -2.2497 7.6845 2.2605 0.2200
H -3.4269 6.3402 1.9816 0.2149
H -1.8643 6.8295 4.6210 0.2200
H -3.0459 5.4951 4.3150 0.2152
H -2.7864 0.0996 -0.0625 0.2291
H -3.9141 -1.8648 -0.9866 0.2163
H -2.7025 -3.9578 -1.3853 0.2161
H -0.2874 -4.1278 -0.9048 0.2410
```

---

What should be chosen as the most stable of them? Choose arrangement i.